# 1
ORCA calculation (ωB97M-V/def2-TZVPD) on a molecular structure, C57H54As2BKN10PS.

```
127
C57H54As2BKN10PS (ωB97M-V/def2-TZVPD)
K -0.786 1.163 1.741
C 1.861 2.788 4.216
C 1.288 3.508 3.157
N -0.026 3.326 3.097
N -0.330 2.483 4.113
C 0.786 2.147 4.789
B -1.784 1.987 4.471
N -1.933 0.431 4.367
C -1.704 -0.404 5.404
C -2.022 -1.684 5.018
C -2.460 -1.533 3.693
N -2.413 -0.268 3.307
N -2.854 2.723 3.650
C -3.803 3.520 4.185
C -4.663 3.903 3.181
C -4.147 3.267 2.039
N -3.065 2.565 2.327
H 2.898 2.687 4.483
H 1.767 4.142 2.424
H 0.742 1.449 5.609
H -1.960 2.256 5.636
H -1.342 -0.020 6.343
H -1.938 -2.589 5.594
H -2.798 -2.289 3.001
H -3.791 3.747 5.237
H -5.527 4.541 3.258
H -4.512 3.303 1.023
C 0.837 -1.025 -1.781
C -0.261 -0.621 -0.797
As -2.004 -1.578 -0.735
C -2.181 -1.912 -2.663
C -3.090 -1.104 -3.341
C -3.223 -1.172 -4.722
C -2.453 -2.070 -5.445
C -1.560 -2.901 -4.780
C -1.428 -2.823 -3.401
C -1.424 -3.325 -0.097
C -1.874 -4.522 -0.648
C -1.457 -5.736 -0.117
C -0.602 -5.764 0.977
C -0.177 -4.574 1.552
C -0.594 -3.362 1.021
As 1.701 -2.826 -1.691
C 2.222 -2.846 -3.587
C 2.798 -1.742 -4.215
C 3.128 -1.784 -5.561
C 2.895 -2.938 -6.301
C 2.333 -4.046 -5.686
C 1.997 -3.995 -4.337
C 3.454 -2.321 -0.985
C 3.507 -1.637 0.224
C 4.724 -1.366 0.837
C 5.908 -1.768 0.234
C 5.864 -2.453 -0.975
C 4.645 -2.738 -1.576
H 1.641 -0.287 -1.736
H 0.436 -0.990 -2.795
H -0.575 0.397 -1.061
H 0.131 -0.557 0.224
H -3.696 -0.399 -2.784
H -3.926 -0.521 -5.226
H -2.548 -2.127 -6.523
H -0.950 -3.601 -5.338
H -0.738 -3.484 -2.893
H -2.538 -4.512 -1.505
H -1.801 -6.662 -0.562
H -0.273 -6.714 1.382
H 0.486 -4.557 2.409
H -0.233 -2.455 1.497
H 2.994 -0.842 -3.642
H 3.571 -0.917 -6.036
H 3.154 -2.971 -7.351
H 2.151 -4.950 -6.255
H 1.551 -4.862 -3.860
H 2.601 -1.329 0.735
H 4.721 -0.854 1.793
H 6.861 -1.562 0.706
H 6.784 -2.776 -1.449
H 4.628 -3.279 -2.515
N -0.371 3.028 -1.970
P -1.770 2.994 -0.959
C -3.072 2.922 -2.243
C -4.165 2.103 -1.974
C -5.215 2.002 -2.880
C -5.171 2.709 -4.070
C -4.084 3.530 -4.350
C -3.050 3.644 -3.437
C -1.915 4.733 -0.402
C -2.981 5.578 -0.702
C -3.061 6.839 -0.124
C -2.082 7.263 0.760
C -1.022 6.422 1.074
C -0.943 5.163 0.503
C 0.885 2.585 -1.583
C 1.925 2.527 -2.521
C 3.162 2.091 -2.101
C 3.342 1.704 -0.778
C 2.255 1.786 0.074
N 1.053 2.233 -0.311
H -0.413 3.410 -2.902
H -4.184 1.534 -1.050
H -6.059 1.362 -2.656
H -5.983 2.625 -4.782
H -4.052 4.090 -5.277
H -2.227 4.319 -3.648
H -3.762 5.254 -1.378
H -3.898 7.484 -0.360
H -2.152 8.241 1.220
H -0.272 6.731 1.791
H -0.148 4.488 0.792
H 1.746 2.811 -3.551
H 3.984 2.037 -2.805
H 4.288 1.329 -0.418
H 2.338 1.478 1.113
C 2.883 -5.055 4.708
C 3.183 -3.598 4.496
C 4.338 -3.008 4.995
C 4.495 -1.661 4.714
N 3.620 -0.948 4.027
C 2.506 -1.591 3.589
S 1.337 -0.705 2.698
N 2.284 -2.910 3.808
H 3.712 -5.572 5.192
H 2.674 -5.530 3.749
H 1.989 -5.160 5.325
H 5.075 -3.566 5.556
H 5.378 -1.128 5.058
```

The value obtained for the HOMO energy is -4.498 eV. As for the LUMO energy: 0.07550 hartree. As for the gap between HOMO and LUMO: 6.6 eV. As for the total charge: -1. The relative energy (zero: lowest compared OMol25 entry of this formula, charge and spin) comes out at 73.6 kJ/mol.

=====

# 2
ORCA calculation (ωB97M-V/def2-TZVPD) on a single C7H14O molecule.

```
22
C7H14O (ωB97M-V/def2-TZVPD)
C -0.408 -0.502 -0.637
C -1.752 0.147 -0.966
C -1.479 1.403 -0.239
C -0.452 1.478 0.965
O 0.980 1.148 0.923
C 1.438 -0.118 1.172
C 1.794 -1.044 -0.098
C 0.553 -1.608 -0.808
H -0.550 -0.439 0.407
H 0.166 0.318 -0.945
H -1.922 0.192 -2.005
H -2.601 -0.455 -0.664
H -2.431 1.936 0.033
H -1.053 1.974 -1.055
H -0.856 0.938 1.933
H -0.450 2.590 1.215
H 2.372 -0.059 1.727
H 0.778 -0.754 1.797
H 2.360 -2.002 0.256
H 2.411 -0.527 -0.848
H 0.343 -2.576 -0.329
H 0.762 -2.040 -1.834
```

The value obtained for the HOMO energy is -9.456 eV. As for the LUMO energy: 0.04147 hartree. As for the gap between HOMO and LUMO: 10.6 eV. The relative energy (zero: lowest compared OMol25 entry of this formula, charge and spin) comes out at 379.7 kJ/mol.

=====

# 3
ORCA calculation (ωB97M-V/def2-TZVPD) on 7 unconnected molecules or ions with the total composition H15O7.

```
22
H15O7 (ωB97M-V/def2-TZVPD)
O 0.053 0.736 -0.164
H 0.003 0.344 0.898
H -0.784 0.247 -0.578
H 0.967 0.968 -0.552
O -2.569 -0.318 0.762
H -3.111 0.318 0.557
H -2.765 -1.227 0.543
O 0.607 -2.028 -1.734
H 0.984 -2.859 -1.330
H -0.338 -2.226 -2.064
O -1.764 0.610 -2.484
H -1.369 1.024 -3.233
H -1.843 -0.272 -2.516
O 0.223 -1.362 2.038
H -0.353 -1.561 2.619
H 0.888 -1.927 2.232
O 1.069 1.609 2.311
H 1.726 1.575 2.999
H 0.742 0.704 2.491
O 2.596 1.541 -0.817
H 2.455 2.284 -0.229
H 2.574 1.818 -1.742
```

The value obtained for the HOMO energy is -15.044 eV. As for the LUMO energy: -0.11698 hartree. As for the gap between HOMO and LUMO: 11.9 eV. As for the total charge: +1. The relative energy (zero: lowest compared OMol25 entry of this formula, charge and spin) comes out at 389.8 kJ/mol.

=====

# 4
ORCA calculation (ωB97M-V/def2-TZVPD) on a molecular structure, C2H13MnN2O.

```
19
C2H13MnN2O (ωB97M-V/def2-TZVPD)
C 1.328 1.279 -0.044
Mn -0.252 -0.072 -0.351
N -1.413 -1.656 -0.504
N -0.161 0.186 -2.468
H -2.168 -1.086 -0.158
H 1.483 0.022 0.138
H 1.828 1.424 0.862
H 0.778 2.196 -0.166
H 2.091 1.412 -0.790
H -1.138 0.356 -2.739
H 0.151 -0.711 -2.787
H 0.430 0.933 -2.818
H -1.621 -2.113 -1.379
H -1.172 -2.363 0.236
C -0.016 0.059 2.605
O -0.506 -0.141 1.348
H -0.789 0.606 3.118
H 0.974 0.579 2.795
H 0.172 -0.911 3.101
```

The value obtained for the HOMO energy (alpha / beta) is -12.874 / -11.978 eV. As for the LUMO energy (alpha / beta): -0.12499 / -0.12360 hartree. As for the gap between HOMO and LUMO (alpha / beta): 9.5 / 8.6 eV. As for the spin multiplicity: 4. As for the total charge: +1. Its expectation value of S² is 3.79. The relative energy (zero: lowest compared OMol25 entry of this formula, charge and spin) comes out at 127.2 kJ/mol.

=====

# 5
ORCA calculation (ωB97M-V/def2-TZVPD) on 2 unconnected molecules or ions with the total composition CHF3O2S.

```
8
CHF3O2S (ωB97M-V/def2-TZVPD)
O -0.390 -0.864 0.123
C 0.730 -0.673 0.767
F 1.311 -1.772 1.210
F 0.538 0.041 1.859
F 1.740 -0.054 0.090
H -0.714 -0.091 -0.500
O -1.455 1.115 -1.367
S -1.761 2.298 -2.181
```

The value obtained for the HOMO energy (alpha / beta) is -10.433 / -10.433 eV. As for the LUMO energy (alpha / beta): -0.09556 / -0.09571 hartree. As for the gap between HOMO and LUMO (alpha / beta): 7.8 / 7.8 eV. The relative energy (zero: lowest compared OMol25 entry of this formula, charge and spin) comes out at 111.0 kJ/mol.

=====

# 6
ORCA calculation (ωB97M-V/def2-TZVPD) on 3 unconnected molecules or ions with the total composition C12H31N3O6.

```
52
C12H31N3O6 (ωB97M-V/def2-TZVPD)
C 1.120 -0.168 0.756
C 0.825 0.698 -0.475
O -0.450 1.334 -0.290
C 1.836 1.801 -0.672
N 3.111 1.316 -1.258
O 3.842 0.608 -0.255
C 3.888 2.477 -1.589
O 3.829 2.989 -2.690
O 4.709 2.929 -0.593
H 2.008 0.148 1.274
H 0.285 -0.087 1.433
H 1.186 -1.213 0.490
H 0.768 0.085 -1.355
H -0.315 1.933 0.442
H 2.046 2.304 0.272
H 1.433 2.531 -1.359
H 3.592 -0.306 -0.382
H 4.335 3.739 -0.250
C -2.796 0.405 3.996
O -1.724 1.286 3.714
C -2.023 2.332 2.814
C -2.657 3.573 3.458
C -4.135 3.403 3.787
N -1.946 4.004 4.664
H -3.426 0.247 3.116
H -3.408 0.770 4.824
H -2.365 -0.551 4.290
H -1.057 2.631 2.393
H -2.634 1.957 1.983
H -2.578 4.380 2.723
H -4.287 2.768 4.660
H -4.582 4.370 4.012
H -4.679 2.967 2.947
H -0.981 4.220 4.429
H -1.880 3.205 5.287
C 0.425 -5.897 -3.137
O 1.521 -5.056 -3.443
C 1.226 -3.955 -4.279
C 0.692 -2.720 -3.541
C -0.769 -2.836 -3.121
N 1.501 -2.385 -2.365
H -0.261 -5.984 -3.984
H -0.122 -5.543 -2.260
H 0.824 -6.885 -2.910
H 2.176 -3.685 -4.748
H 0.544 -4.259 -5.083
H 0.764 -1.881 -4.239
H -0.897 -3.506 -2.271
H -1.153 -1.861 -2.821
H -1.387 -3.203 -3.942
H 2.457 -2.207 -2.659
H 1.568 -3.221 -1.790
```

The value obtained for the HOMO energy is -9.389 eV. As for the LUMO energy: 0.01792 hartree. As for the gap between HOMO and LUMO: 9.9 eV.

=====

E? In order: -8588.12773 -350.21486 -535.33839 -1419.43061 -886.92214 -1091.40929 hartree.